Entry from OMol25: the molecule C12H15N3OS2 in a non-equilibrium geometry (ωB97M-V with the def2-TZVPD basis set).

CARTESIAN COORDINATES (ANGSTROEM)
C -4.728 -2.269 0.114
C -4.683 -1.113 -0.879
H -5.700 -0.832 -1.158
H -4.175 -1.451 -1.785
C -3.950 0.142 -0.378
C -2.453 -0.087 -0.313
O -1.899 -1.155 -0.194
N -1.720 1.075 -0.379
C -0.356 1.083 -0.287
N 0.350 2.166 -0.329
N 1.648 1.944 -0.220
C 1.964 0.694 -0.093
C 3.307 0.233 0.041
C 4.444 1.003 0.066
C 5.613 0.238 0.212
C 5.360 -1.097 0.296
S 3.685 -1.453 0.199
H 6.061 -1.900 0.410
H 6.601 0.658 0.254
H 4.412 2.073 -0.018
S 0.565 -0.386 -0.101
H -2.162 1.977 -0.488
H -4.132 0.946 -1.102
C -4.413 0.632 1.006
C -5.876 1.057 1.015
H -6.139 1.460 1.990
H -6.058 1.825 0.267
H -6.531 0.215 0.809
H -3.797 1.485 1.303
H -4.250 -0.158 1.740
H -5.333 -2.024 0.984
H -3.725 -2.526 0.439
H -5.168 -3.141 -0.365

Summary:
SMILES: CCC(CC)C(=O)Nc1nnc(-c2cccs2)s1
Gap between HOMO and LUMO in Ha: 0.3074
Relative energy (zero: lowest compared OMol25 entry of this formula, charge and spin) in kJ/mol: 4.48
Total charge: 0
Electronic energy in eV: -40875.771

Atom charges from the Löwdin analysis, given in e for atoms 1 to 4: C -0.093; C -0.205; H 0.107; H 0.116